1.
Molecular formula: C25H24N6O3RuS2
Method: DFT, ωB97M-V/def2-TZVPD

Last column: Mulliken spin population.
Cartesian coordinates (Å):
1 Ru -0.130 -0.700 0.585  2.68
2 C -2.690 0.382 1.697  -0.01
3 C -3.316 0.237 0.325  0.00
4 C -2.951 -0.932 -0.559  0.01
5 C -3.977 -1.510 -1.297  0.00
6 C -3.714 -2.511 -2.212  0.01
7 C -2.404 -2.927 -2.382  -0.01
8 C -1.434 -2.338 -1.603  0.02
9 N -1.684 -1.368 -0.710  -0.06
10 N -1.262 0.800 1.668  0.00
11 C -0.716 0.791 3.052  0.00
12 C 0.778 0.719 2.996  0.05
13 C 1.575 1.200 4.017  0.00
14 C 2.944 0.990 3.963  0.01
15 C 3.474 0.297 2.885  0.00
16 C 2.625 -0.143 1.893  0.00
17 N 1.302 0.082 1.925  -0.07
18 C -1.092 2.185 1.142  0.00
19 C -0.912 2.237 -0.345  0.02
20 C -1.188 3.384 -1.077  0.00
21 C -1.046 3.340 -2.451  0.00
22 C -0.655 2.147 -3.050  0.01
23 C -0.383 1.061 -2.248  0.01
24 N -0.484 1.110 -0.910  0.08
25 H -2.728 -0.561 2.240  0.01
26 H -3.250 1.131 2.266  0.00
27 H -3.178 1.154 -0.259  0.00
28 H -4.393 0.177 0.483  0.00
29 H -4.989 -1.162 -1.143  0.00
30 H -4.518 -2.959 -2.781  0.00
31 H -2.133 -3.704 -3.081  0.00
32 H -0.401 -2.649 -1.680  0.02
33 H -1.092 -0.097 3.561  0.01
34 H -1.056 1.678 3.594  0.00
35 H 1.122 1.713 4.854  0.00
36 H 3.584 1.348 4.757  0.00
37 H 4.531 0.086 2.813  0.00
38 H 2.991 -0.701 1.045  0.01
39 H -0.224 2.632 1.631  0.00
40 H -1.961 2.778 1.446  0.00
41 H -1.525 4.282 -0.577  0.00
42 H -1.255 4.214 -3.053  0.00
43 H -0.562 2.060 -4.123  0.00
44 H -0.073 0.116 -2.674  0.00
45 O -0.616 -4.434 2.879  0.01
46 S -0.677 -3.102 2.414  -0.01
47 O -1.852 -2.655 1.693  0.07
48 O -0.073 -2.044 3.199  0.06
49 S 0.731 -2.868 0.709  0.93
50 N 6.133 0.010 -4.320  0.00
51 C 5.217 -0.139 -3.646  0.00
52 C 4.076 -0.320 -2.796  0.00
53 C 3.576 0.756 -2.062  0.00
54 C 2.472 0.544 -1.262  0.02
55 N 1.858 -0.644 -1.150  0.09
56 C 2.359 -1.665 -1.845  0.01
57 C 3.456 -1.556 -2.683  0.01
58 H 4.038 1.731 -2.114  0.00
59 H 2.062 1.358 -0.679  0.00
60 H 1.870 -2.623 -1.729  -0.01
61 H 3.818 -2.415 -3.228  0.00

multiplicity = 5
maximum force = 0.91 eV/Å
energy = -2412.02530 Ha
total charge = +2

2.
Molecular formula: C6H11N2O
Method: DFT, ωB97M-V/def2-TZVPD

Last column: Mulliken charge in e.
Cartesian coordinates (Å):
1 C -1.096 -1.457 0.671  -0.47
2 C -0.545 -1.533 -0.586  -0.44
3 C 2.177 0.018 0.329  0.48
4 C -1.059 -0.138 1.145  -0.36
5 C 0.005 -0.259 -0.951  -0.69
6 C -1.541 1.648 -0.594  -1.00
7 N 3.238 -0.480 -0.175  -0.32
8 N -0.642 0.659 0.006  0.10
9 O 1.860 0.788 1.159  -0.49
10 H -1.677 -2.128 1.220  0.49
11 H -0.447 -2.403 -1.117  0.60
12 H -2.113 0.202 1.447  0.37
13 H -0.329 0.003 2.038  0.28
14 H 0.305 -0.049 -2.019  0.38
15 H -2.249 0.922 -1.186  0.38
16 H -2.119 2.151 0.142  0.37
17 H -1.077 2.226 -1.307  0.40
18 H 3.234 -1.138 -0.994  0.27
19 H 4.107 -0.386 0.355  0.28
20 H -0.031 1.354 0.416  0.37

maximum force = 6.40 eV/Å
energy = -419.59204 Ha
total charge = +1

3.
Molecular formula: C22H22N2O4S
Method: DFT, ωB97M-V/def2-TZVPD

Last column: Mulliken charge in e.
Cartesian coordinates (Å):
1 O 0.223 4.762 -0.423  -0.68
2 C 0.000 3.605 -0.243  0.72
3 N 0.867 2.824 0.291  0.01
4 C 0.428 1.356 0.720  0.17
5 C 1.516 0.687 1.493  -1.77
6 N 2.674 0.706 0.957  0.39
7 C 3.117 -0.514 0.535  1.39
8 C 4.360 -0.352 -0.521  -1.03
9 C 4.858 -1.511 -1.016  -0.58
10 C 4.339 -2.803 -0.708  -0.96
11 C 3.087 -2.590 0.082  -0.94
12 C 2.498 -1.535 0.483  -0.18
13 H 1.719 -1.903 1.052  0.61
14 H 2.676 -3.645 0.295  0.24
15 H 4.706 -3.681 -1.235  0.37
16 H 5.748 -1.516 -1.379  0.52
17 H 4.938 0.391 -0.523  0.55
18 C 3.025 1.990 0.314  -0.45
19 C 2.176 3.263 0.504  -2.08
20 H 2.231 4.073 0.052  0.91
21 H 2.140 3.469 1.520  0.62
22 H 3.945 2.471 0.690  0.36
23 H 3.059 2.003 -0.798  0.45
24 H 1.157 -0.061 2.214  0.47
25 H 1.622 1.701 2.261  0.38
26 H -0.501 1.393 1.265  0.45
27 H 0.310 0.549 -0.135  -0.03
28 C -1.496 3.315 -0.523  0.30
29 C -2.752 3.879 -0.422  -0.57
30 C -3.705 2.984 -0.692  0.17
31 C -3.168 1.890 -0.925  0.07
32 C -3.792 0.412 -1.139  -1.22
33 H -4.790 0.507 -1.213  0.55
34 H -3.245 -0.304 -1.754  0.46
35 S -3.617 -0.522 0.623  1.19
36 O -2.630 0.482 1.493  -0.66
37 O -4.877 -0.704 0.953  -0.58
38 C -2.815 -1.996 0.434  0.47
39 C -1.472 -1.991 -0.056  -0.22
40 C -0.966 -3.093 -0.359  0.10
41 C -1.538 -4.446 -0.427  -0.48
42 C -3.121 -4.265 -0.102  -0.38
43 C -3.687 -3.193 0.067  -0.82
44 H -4.695 -3.228 0.273  0.43
45 H -3.676 -5.175 -0.513  0.27
46 H -0.992 -5.360 -0.895  0.34
47 H 0.294 -3.358 -0.603  -0.08
48 H -0.757 -1.272 0.095  0.42
49 O -1.817 1.947 -0.818  -0.18
50 H -4.909 3.331 -0.794  0.17
51 H -2.696 5.025 -0.447  0.31

maximum force = 19.29 eV/Å
SMILES = O=C(c1ccc(CS(=O)(=O)c2ccccc2)o1)N1CCN(c2ccccc2)CC1
energy = -1659.51497 Ha

4.
Molecular formula: C5H7NO2S2
Method: DFT, ωB97M-V/def2-TZVPD

Last column: Mulliken charge in e.
Cartesian coordinates (Å):
1 C 1.355 0.933 -0.112  -0.96
2 C -1.467 -0.607 -0.354  -0.67
3 C 0.331 0.299 0.952  -0.01
4 C 2.098 -0.441 -0.209  -0.05
5 C 0.993 -0.978 0.686  -0.06
6 N -1.147 0.400 0.591  -0.46
7 O 0.217 -2.801 -1.004  -0.62
8 O -0.780 -3.016 1.200  -0.62
9 S 3.970 -0.367 -0.057  -0.06
10 S -0.301 -2.161 0.159  1.03
11 H 0.762 1.253 -0.951  0.28
12 H 1.928 1.727 0.271  0.36
13 H -2.460 -0.828 -0.556  0.54
14 H -1.064 -0.342 -1.382  0.25
15 H 0.370 0.626 1.943  0.48
16 H 1.789 -1.004 -1.188  0.27
17 H -1.682 0.351 1.435  0.31

maximum force = 3.42 eV/Å
energy = -1196.12269 Ha

5.
Molecular formula: C5H11NO
Method: DFT, ωB97M-V/def2-TZVPD

Last column: Mulliken spin population.
Cartesian coordinates (Å):
1 C 2.035 -1.412 1.189  -0.06
2 N 0.873 0.886 -0.601  -0.03
3 C 0.122 0.226 0.394  0.55
4 C 0.776 -0.595 1.420  0.37
5 C -2.014 1.671 0.118  0.35
6 C -1.287 0.645 0.642  -0.19
7 H 1.989 -2.140 0.290  0.02
8 H 2.922 -0.788 0.869  0.03
9 H 2.262 -2.033 2.009  0.00
10 H 0.691 1.841 -0.786  -0.03
11 H 1.916 0.905 -0.307  0.03
12 H 0.333 -0.548 2.388  -0.01
13 H -1.703 2.082 -0.877  -0.02
14 H -2.835 2.089 0.565  0.01
15 H -1.666 0.128 1.677  0.00
16 H -1.223 -0.387 -2.849  0.00
17 H -0.925 -0.942 -1.538  0.01
18 O -0.708 -1.202 -2.477  -0.04

multiplicity = 2
maximum force = 4.18 eV/Å
energy = -326.99458 Ha
total charge = -1

6.
Molecular formula: C3H6N2O
Method: DFT, ωB97M-V/def2-TZVPD

Last column: Mulliken charge in e.
Cartesian coordinates (Å):
1 N -0.245 0.146 1.705  -0.63
2 C -0.317 0.529 0.320  0.13
3 C 1.056 0.699 -0.327  -0.44
4 O 0.624 -0.057 -1.487  -0.38
5 C -0.512 -0.467 -0.821  0.39
6 N -1.323 -1.386 -1.092  -0.64
7 H -1.061 -0.383 1.995  0.26
8 H 0.571 -0.447 1.825  0.22
9 H -0.968 1.398 0.173  0.31
10 H 1.426 1.692 -0.579  0.24
11 H 1.806 0.134 0.245  0.25
12 H -1.056 -1.859 -1.958  0.27

maximum force = 0.49 eV/Å
energy = -302.62516 Ha

7.
Molecular formula: C13H26INO5PS
Method: DFT, ωB97M-V/def2-TZVPD

Last column: Mulliken charge in e.
Cartesian coordinates (Å):
1 C 2.296 0.635 -0.816  -1.04
2 C 1.029 0.336 -0.121  0.69
3 C 1.016 -0.733 0.882  -1.20
4 N -0.030 1.051 -0.463  -0.21
5 S -0.615 2.058 0.659  0.37
6 C -0.877 3.684 -0.149  -0.58
7 O -0.138 4.669 0.460  -0.41
8 C 1.240 4.463 0.439  0.02
9 C 1.873 4.121 1.629  0.08
10 C 3.249 3.916 1.649  -0.53
11 C 4.002 4.063 0.489  -0.56
12 C 3.356 4.397 -0.701  -0.55
13 C 1.980 4.607 -0.722  -0.37
14 P -2.685 1.334 0.985  0.09
15 O -2.196 -0.171 1.303  -0.34
16 I -3.224 2.223 3.163  0.05
17 H 2.746 1.439 -0.225  0.05
18 H 2.949 -0.222 -0.910  0.47
19 H 2.064 1.063 -1.785  0.36
20 H 1.688 -1.526 0.578  0.43
21 H 0.026 -1.114 1.078  0.30
22 H 1.434 -0.352 1.819  0.43
23 H -0.664 3.555 -1.210  0.34
24 H -1.934 3.915 -0.047  0.52
25 H 1.270 4.037 2.519  0.51
26 H 3.733 3.643 2.573  0.40
27 H 5.069 3.918 0.497  0.43
28 H 3.943 4.494 -1.599  0.41
29 H 1.509 4.897 -1.650  0.46
30 H -2.761 -0.804 0.838  0.34
31 C 1.939 -4.232 2.531  -0.58
32 O 1.078 -3.113 2.754  -0.44
33 H 2.772 -3.891 1.921  0.22
34 H 2.327 -4.620 3.474  0.28
35 H 1.414 -5.029 2.000  0.28
36 H 0.344 -3.417 3.294  0.27
37 C -2.439 -2.121 -2.147  -0.44
38 O -1.191 -1.547 -1.747  -0.44
39 H -2.249 -3.133 -2.489  0.08
40 H -3.136 -2.163 -1.305  0.23
41 H -2.885 -1.547 -2.961  0.30
42 H -1.364 -0.653 -1.442  0.27
43 C -4.394 -5.550 -2.671  -0.55
44 O -4.952 -4.555 -1.813  -0.49
45 H -3.312 -5.492 -2.583  0.19
46 H -4.719 -6.549 -2.374  0.30
47 H -4.675 -5.373 -3.712  0.27
48 H -5.907 -4.610 -1.892  0.29

maximum force = 1.37 eV/Å
energy = -1978.81089 Ha
total charge = +1